[1]
DFT (ωB97M-V/def2-TZVPD) results for 11 unconnected molecules or ions with the total composition C28H81N3O19.

Lowest unoccupied orbital energy: 0.19 eV
SMILES string: COC[C@H](C)N.COC[C@H](C)N.COC[C@H](C)N.OCCO.OCCO.OCCO.OCCO.OCCO.OCCO.OCCO.OCCO
Electronic energy: -2709.07827 a.u.
Highest occupied orbital energy: -9.13 eV

```
! RIJCOSX wB97M-V def2-TZVPD def2/J DEFGRID3
* xyz 0 1
C -3.239 4.743 5.745
O -2.139 3.915 5.472
C -1.947 3.667 4.106
C -0.512 3.149 3.929
C 0.515 4.047 4.607
N -0.261 2.969 2.466
H -3.276 5.001 6.805
H -4.176 4.225 5.510
H -3.160 5.705 5.225
H -2.625 2.892 3.731
H -2.082 4.560 3.486
H -0.404 2.142 4.342
H 0.339 5.101 4.376
H 1.516 3.882 4.195
H 0.505 3.847 5.673
H 0.731 3.054 2.254
H -0.418 1.986 2.239
C 5.153 -1.284 5.858
O 3.954 -1.080 5.148
C 3.740 0.273 4.804
C 2.437 0.431 4.020
C 1.246 -0.147 4.734
N 2.556 -0.189 2.703
H 5.301 -2.356 5.961
H 5.096 -0.753 6.817
H 6.006 -0.887 5.288
H 3.685 0.808 5.762
H 4.580 0.684 4.232
H 2.255 1.502 3.902
H 1.155 0.263 5.742
H 1.259 -1.234 4.779
H 0.372 0.236 4.197
H 3.438 0.050 2.246
H 2.682 -1.199 2.754
C -3.377 -3.969 -4.559
O -2.202 -3.266 -4.262
C -2.018 -2.940 -2.900
C -3.156 -2.101 -2.308
C -3.466 -0.838 -3.131
N -2.796 -1.617 -0.981
H -3.164 -4.585 -5.436
H -4.229 -3.323 -4.771
H -3.662 -4.715 -3.806
H -1.978 -3.902 -2.364
H -1.067 -2.421 -2.751
H -4.064 -2.708 -2.269
H -4.255 -0.220 -2.709
H -3.776 -1.089 -4.148
H -2.580 -0.203 -3.196
H -2.462 -2.391 -0.399
H -1.915 -1.111 -1.079
O 3.089 -4.554 -0.818
C 1.723 -4.128 -0.838
C 0.911 -5.101 -1.642
O 1.216 -5.144 -3.050
H 3.299 -4.717 -1.749
H 1.433 -4.077 0.215
H 1.576 -3.095 -1.188
H -0.173 -5.042 -1.486
H 1.162 -6.108 -1.276
H 0.454 -5.598 -3.425
O -5.168 -0.162 -0.335
C -4.750 0.963 0.411
C -3.924 0.582 1.625
O -4.761 -0.134 2.548
H -4.352 -0.661 -0.579
H -4.188 1.628 -0.260
H -5.650 1.495 0.723
H -3.568 1.443 2.180
H -3.109 -0.088 1.336
H -5.205 -0.842 2.069
O 5.124 -2.310 -1.917
C 5.399 -0.943 -2.244
C 4.288 -0.097 -1.643
O 4.377 -0.062 -0.195
H 5.955 -2.608 -1.537
H 6.358 -0.608 -1.846
H 5.382 -0.808 -3.330
H 3.328 -0.542 -1.907
H 4.223 0.947 -1.932
H 4.162 -0.974 0.048
O 2.813 0.765 -4.074
C 2.788 -0.473 -4.818
C 2.039 -1.583 -4.112
O 1.992 -2.680 -5.014
H 2.888 1.460 -4.734
H 2.336 -0.289 -5.795
H 3.842 -0.718 -4.968
H 1.010 -1.274 -3.890
H 2.475 -1.904 -3.164
H 1.689 -3.458 -4.526
O 0.368 0.603 1.098
C 0.540 -0.029 -0.163
C 0.174 0.821 -1.362
O -1.215 1.056 -1.555
H 1.145 0.323 1.641
H 1.593 -0.306 -0.303
H -0.013 -0.976 -0.153
H 0.502 0.286 -2.258
H 0.687 1.782 -1.251
H -1.395 1.854 -1.020
O -1.704 3.292 -0.056
C -1.929 4.681 -0.266
C -0.715 5.493 0.178
O -0.649 5.724 1.573
H -1.506 3.205 0.896
H -2.012 4.806 -1.351
H -2.880 5.034 0.144
H -0.715 6.472 -0.302
H 0.162 4.943 -0.179
H -0.484 4.847 1.986
O -1.985 -4.135 0.675
C -2.132 -3.737 2.038
C -0.946 -2.892 2.455
O 0.211 -3.690 2.375
H -1.157 -4.608 0.538
H -3.034 -3.130 2.038
H -2.123 -4.617 2.686
H -1.134 -2.485 3.458
H -0.891 -1.988 1.833
H 0.943 -3.308 2.863
O -0.871 1.860 -6.667
C -0.415 1.616 -5.313
C -0.607 2.902 -4.556
O 0.295 3.901 -5.019
H -0.581 1.109 -7.193
H -0.933 0.739 -4.915
H 0.650 1.394 -5.421
H -0.297 2.765 -3.519
H -1.649 3.229 -4.599
H 0.104 4.063 -5.952
*
```

These are the Mulliken partial charges, in e, on atoms 1 to 5: atom 1 (C): -0.762, atom 2 (O): -0.378, atom 3 (C): -0.452, atom 4 (C): 0.853, atom 5 (C): -1.844

---

[2]
DFT (ωB97M-V/def2-TZVPD) results for 9 unconnected molecules or ions with the total composition C28H81N7O9.

Lowest unoccupied orbital energy: 0.40 eV
SMILES string: COC[C@H](C)N.COC[C@H](C)N.COC[C@H](C)N.COC[C@H](C)N.COC[C@H](C)N.COC[C@H](C)N.COC[C@H](C)N.O.O
Electronic energy: -2175.69625 a.u.
Highest occupied orbital energy: -9.01 eV

```
! RIJCOSX wB97M-V def2-TZVPD def2/J DEFGRID3
* xyz 0 1
C -6.569 -30.241 8.620
O -7.110 -30.771 7.414
C -6.441 -31.878 6.896
C -5.029 -31.551 6.344
C -5.111 -30.561 5.199
N -4.331 -32.768 5.919
H -5.563 -29.895 8.367
H -6.594 -31.020 9.385
H -7.131 -29.367 8.941
H -6.320 -32.688 7.628
H -7.056 -32.272 6.085
H -4.442 -31.083 7.139
H -4.109 -30.440 4.783
H -5.358 -29.548 5.532
H -5.838 -30.768 4.411
H -3.498 -32.553 5.377
H -4.884 -33.355 5.304
C -1.403 -31.748 4.563
O -2.257 -32.363 3.598
C -1.849 -31.943 2.319
C -2.455 -32.814 1.232
C -1.832 -32.490 -0.125
N -3.898 -32.596 1.157
H -0.515 -32.384 4.638
H -1.807 -31.715 5.574
H -1.076 -30.749 4.272
H -2.077 -30.886 2.140
H -0.770 -32.033 2.129
H -2.141 -33.839 1.476
H -1.707 -31.409 -0.219
H -2.436 -32.803 -0.976
H -0.867 -32.993 -0.215
H -4.291 -32.849 2.062
H -4.311 -33.288 0.537
C -0.741 -36.248 8.782
O -1.880 -35.909 8.010
C -2.927 -35.292 8.731
C -2.626 -33.824 9.035
C -3.759 -33.045 9.709
N -2.211 -33.016 7.874
H 0.136 -36.461 8.170
H -0.913 -37.186 9.318
H -0.475 -35.396 9.410
H -3.834 -35.353 8.124
H -3.239 -35.859 9.615
H -1.751 -33.799 9.691
H -3.860 -33.249 10.774
H -4.707 -33.199 9.184
H -3.648 -31.966 9.575
H -1.605 -33.649 7.357
H -3.004 -32.804 7.253
C 0.957 -32.442 7.031
O 1.955 -32.676 6.080
C 3.225 -32.123 6.328
C 4.229 -32.527 5.228
C 4.026 -31.688 3.969
N 4.144 -33.953 4.914
H 1.144 -32.897 8.010
H 0.082 -32.947 6.632
H 0.749 -31.365 7.058
H 3.129 -31.045 6.485
H 3.670 -32.537 7.244
H 5.199 -32.365 5.703
H 4.022 -30.620 4.190
H 3.063 -31.983 3.543
H 4.735 -31.847 3.156
H 3.153 -34.173 4.840
H 4.458 -34.499 5.710
C -3.547 -26.805 9.496
O -3.379 -26.635 10.908
C -2.055 -26.525 11.363
C -2.086 -26.396 12.886
C -2.873 -27.454 13.603
N -2.627 -25.072 13.343
H -3.379 -25.848 9.002
H -4.581 -27.091 9.319
H -2.882 -27.615 9.194
H -1.484 -27.449 11.176
H -1.516 -25.732 10.832
H -1.073 -26.343 13.303
H -2.897 -27.339 14.685
H -2.435 -28.443 13.437
H -3.893 -27.431 13.211
H -3.589 -25.017 13.002
H -2.160 -24.466 12.661
C -2.101 -30.625 11.939
O -1.477 -30.501 13.191
C -0.178 -29.965 13.114
C 0.514 -29.779 14.467
C -0.332 -29.142 15.550
N 1.660 -28.908 14.223
H -1.465 -31.111 11.189
H -2.391 -29.641 11.551
H -2.978 -31.251 12.088
H 0.497 -30.495 12.433
H -0.199 -28.937 12.726
H 0.868 -30.738 14.865
H 0.175 -28.798 16.455
H -1.036 -29.891 15.916
H -0.833 -28.253 15.165
H 2.150 -28.592 15.047
H 2.383 -29.228 13.592
C 4.493 -28.789 7.673
O 3.199 -28.352 7.956
C 2.988 -27.978 9.289
C 1.604 -27.359 9.470
C 0.501 -28.425 9.321
N 1.407 -26.229 8.549
H 5.273 -28.040 7.832
H 4.533 -29.089 6.622
H 4.700 -29.742 8.180
H 3.063 -28.837 9.979
H 3.797 -27.343 9.675
H 1.626 -26.939 10.480
H -0.461 -28.100 8.938
H 0.342 -28.864 10.308
H 0.900 -29.118 8.578
H 1.745 -26.546 7.643
H 2.024 -25.469 8.814
O -1.855 -29.912 7.924
H -1.840 -30.879 8.037
H -1.787 -29.561 8.818
O -2.658 -28.221 5.655
H -2.220 -28.697 6.378
H -2.023 -27.552 5.380
*
```

These are the Mulliken partial charges, in e, on atoms 1 to 5: atom 1 (C): -0.283, atom 2 (O): -0.427, atom 3 (C): -0.938, atom 4 (C): 2.330, atom 5 (C): -1.468

---

[3]
DFT (ωB97M-V/def2-TZVPD) results for 10 unconnected molecules or ions with the total composition C28H82N6O10.

Lowest unoccupied orbital energy: 0.19 eV
SMILES string: COC[C@H](C)N.COC[C@H](C)N.COC[C@H](C)N.COC[C@H](C)N.COC[C@H](C)N.COC[C@H](C)N.CO.CO.CO.CO
Electronic energy: -2196.60349 a.u.
Highest occupied orbital energy: -9.31 eV

```
! RIJCOSX wB97M-V def2-TZVPD def2/J DEFGRID3
* xyz 0 1
C 10.776 2.176 1.314
O 9.432 1.694 1.562
C 9.286 0.469 2.300
C 8.010 -0.355 1.987
C 7.953 -0.911 0.591
N 6.874 0.560 2.025
H 11.349 1.333 0.927
H 11.289 2.587 2.183
H 10.721 2.954 0.552
H 10.186 -0.105 2.076
H 9.164 0.684 3.361
H 7.825 -1.142 2.718
H 7.026 -1.428 0.345
H 8.731 -1.674 0.623
H 8.400 -0.129 -0.022
H 7.348 1.390 1.699
H 6.574 0.848 2.946
C -1.731 4.560 7.891
O -2.041 5.099 6.604
C -2.733 4.135 5.712
C -1.656 3.026 5.117
C -0.565 3.666 4.269
N -2.323 1.986 4.352
H -1.476 5.329 8.620
H -0.953 3.798 7.858
H -2.549 4.060 8.409
H -3.637 3.660 6.094
H -3.122 4.722 4.880
H -1.228 2.508 5.975
H -0.073 2.916 3.650
H 0.097 4.286 4.873
H -1.012 4.283 3.490
H -1.641 1.242 4.321
H -3.048 1.520 4.877
C -4.653 3.700 -4.638
O -5.330 4.177 -5.817
C -4.646 3.826 -7.028
C -5.140 4.807 -8.153
C -6.604 4.648 -8.530
N -4.388 4.427 -9.371
H -4.607 2.612 -4.585
H -5.213 4.077 -3.783
H -3.667 4.161 -4.584
H -3.566 3.954 -6.956
H -4.922 2.851 -7.430
H -4.847 5.813 -7.851
H -6.956 3.643 -8.763
H -6.888 5.354 -9.310
H -7.200 4.977 -7.679
H -3.416 4.659 -9.224
H -4.699 5.044 -10.107
C 5.561 3.323 8.104
O 5.432 1.871 8.020
C 5.669 1.303 9.260
C 5.699 -0.276 9.172
C 4.317 -0.803 8.783
N 6.136 -0.780 10.459
H 6.512 3.695 8.485
H 4.838 3.632 8.859
H 5.365 3.817 7.152
H 6.592 1.672 9.707
H 4.935 1.536 10.032
H 6.391 -0.560 8.378
H 3.484 -0.428 9.377
H 4.327 -1.893 8.761
H 4.125 -0.556 7.739
H 7.137 -0.646 10.481
H 6.014 -1.775 10.583
C -6.116 -5.610 0.654
O -7.304 -4.869 0.810
C -7.140 -3.423 1.070
C -8.508 -2.819 1.419
C -8.585 -1.299 1.239
N -8.942 -3.183 2.733
H -5.599 -5.562 -0.305
H -6.380 -6.658 0.511
H -5.424 -5.515 1.491
H -6.387 -3.334 1.853
H -6.778 -2.984 0.140
H -9.237 -3.161 0.684
H -9.571 -0.888 1.455
H -8.265 -0.935 0.263
H -7.793 -0.873 1.855
H -8.893 -4.188 2.824
H -9.934 -3.008 2.813
C -1.219 -2.042 -9.112
O -1.827 -2.145 -10.420
C -1.416 -1.104 -11.320
C -2.137 -1.203 -12.686
C -1.524 -0.061 -13.546
N -3.528 -0.865 -12.576
H -1.326 -1.063 -8.644
H -0.170 -2.335 -9.131
H -1.758 -2.698 -8.429
H -1.575 -0.134 -10.848
H -0.340 -1.116 -11.493
H -1.999 -2.148 -13.211
H -2.022 0.094 -14.503
H -0.517 -0.362 -13.835
H -1.383 0.886 -13.024
H -3.518 0.046 -12.141
H -3.981 -1.338 -11.807
C 0.428 -1.766 -0.447
O 0.969 -2.161 0.814
H 1.064 -1.939 -1.315
H -0.521 -2.225 -0.721
H 0.209 -0.698 -0.448
H 1.806 -1.703 0.918
C 3.472 2.101 -4.290
O 4.186 2.298 -5.568
H 3.840 1.381 -3.558
H 3.415 3.003 -3.680
H 2.491 1.660 -4.464
H 4.834 1.625 -5.788
C 3.567 -7.618 2.660
O 3.356 -6.979 1.406
H 4.191 -7.003 3.309
H 2.607 -7.913 3.085
H 4.179 -8.503 2.492
H 2.853 -6.188 1.613
C -2.040 -5.863 5.815
O -2.237 -6.974 6.601
H -2.956 -5.294 5.659
H -1.330 -5.247 6.367
H -1.498 -6.150 4.913
H -2.836 -7.554 6.125
*
```

These are the Mulliken partial charges, in e, on atoms 1 to 5: atom 1 (C): -0.720, atom 2 (O): -0.385, atom 3 (C): -0.663, atom 4 (C): 0.312, atom 5 (C): -1.319

---

The calculation returns the following energy relative to the best compared isomer or geometry (same formula, charge and spin) values, one per record and in order: 0.3645; 1.6069; 4.9344 eV.
The calculation returns the following Kohn-Sham gap values, one per record and in order: 9.31; 9.42; 9.49 eV.
The calculation returns the following max |F| values, one per record and in order: 1.8; 2.1; 2.6 eV/Å.